# 1
Entry from the OMol25 dataset: a 7-piece molecular cluster, C32H46BCl24N3O6S overall (wB97M-V/def2-TZVPD).

Structure (ORCA input):
```
! RIJCOSX wB97M-V def2-TZVPD def2/J DEFGRID3
* xyz 0 1
C 8.331 2.196 0.782
C 6.751 1.924 0.474
C 6.094 1.467 1.872
C 4.565 1.987 1.940
C 3.641 0.756 1.439
C 2.121 1.263 1.207
C 1.047 0.481 2.112
C -0.322 0.078 1.317
C -0.041 -1.136 0.292
C -0.375 -2.569 0.734
C -0.020 -3.648 -0.329
C 0.598 -3.103 -1.621
N 0.871 -1.786 -2.036
C 0.552 -0.777 -1.083
C -0.783 1.452 0.601
C -2.332 1.479 0.117
C -3.139 2.772 0.572
C -3.188 3.112 2.120
O -2.208 3.347 2.875
N -4.506 3.303 2.811
C -5.211 2.020 3.051
C -5.331 4.343 2.153
O -2.190 1.352 -1.329
C -3.386 1.658 -2.055
C -3.114 1.217 -3.598
C -3.569 -0.294 -3.907
C -2.286 -1.284 -3.848
S -3.271 -0.110 0.578
O -3.076 -1.109 -0.555
O -4.776 0.122 0.616
O -2.666 -0.853 1.943
C -1.451 -0.197 2.421
B -0.978 -0.930 3.796
O 0.034 -1.965 3.904
N -1.661 -0.489 5.071
C -2.599 -1.581 5.490
C -0.545 -0.344 6.096
H 8.530 3.324 0.836
H 8.664 1.682 1.740
H 8.961 1.766 -0.068
H 6.251 2.858 0.030
H 6.711 1.051 -0.271
H 6.682 1.849 2.771
H 6.103 0.319 1.899
H 4.235 2.223 3.021
H 4.415 2.912 1.281
H 4.050 0.344 0.460
H 3.710 -0.063 2.230
H 1.932 1.252 0.090
H 2.122 2.376 1.521
H 1.598 -0.459 2.494
H 0.825 1.206 2.987
H -0.840 -2.909 1.703
H -0.188 -4.770 -0.166
H 0.892 -3.914 -2.384
H 0.822 0.284 -1.431
H -0.553 2.273 1.382
H -0.113 1.756 -0.287
H -2.643 3.672 0.043
H -4.243 2.761 0.232
H -4.454 1.162 2.976
H -5.809 1.978 4.023
H -5.938 1.853 2.164
H -5.890 4.957 2.955
H -4.610 5.101 1.660
H -6.043 3.967 1.342
H -4.333 1.106 -1.746
H -3.656 2.778 -2.114
H -3.810 1.894 -4.222
H -2.043 1.434 -3.929
H -4.455 -0.655 -3.289
H -3.920 -0.304 -5.008
H -1.373 -0.619 -3.621
H -2.093 -1.724 -4.886
H -2.471 -2.069 -3.041
H -1.799 0.857 2.760
H -0.443 -2.813 4.089
H -2.630 -2.445 4.722
H -2.281 -2.072 6.487
H -3.659 -1.181 5.662
H -0.867 0.352 6.945
H 0.337 0.119 5.519
H -0.229 -1.384 6.444
C -0.082 -2.140 9.896
Cl -1.654 -1.359 9.617
Cl 1.225 -0.996 9.520
Cl 0.038 -2.636 11.597
Cl 0.064 -3.569 8.851
C -2.762 -4.081 -7.338
Cl -3.088 -5.467 -8.400
Cl -1.982 -2.788 -8.274
Cl -4.291 -3.480 -6.662
Cl -1.689 -4.586 -6.016
C -0.646 2.092 -7.159
Cl 1.119 2.158 -7.357
Cl -1.409 3.264 -8.255
Cl -1.225 0.456 -7.538
Cl -1.072 2.488 -5.480
C -4.544 0.971 -9.984
Cl -3.132 1.577 -10.875
Cl -5.234 2.283 -9.003
Cl -5.764 0.388 -11.136
Cl -4.046 -0.363 -8.922
C 5.513 -1.699 -1.904
Cl 6.141 -0.401 -2.944
Cl 6.382 -1.688 -0.354
Cl 3.781 -1.440 -1.615
Cl 5.752 -3.266 -2.705
C 9.114 -4.791 0.082
Cl 10.069 -6.288 0.098
Cl 9.997 -3.515 0.947
Cl 8.834 -4.283 -1.596
Cl 7.553 -5.076 0.882
*
```

## Properties
SMILES string: CCCCCCC[C@]1(c2cccnc2)C[C@@](CC(=O)N(C)C)(OCCCC)S(=O)(=O)O[C@H]1B(O)N(C)C.ClC(Cl)(Cl)Cl.ClC(Cl)(Cl)Cl.ClC(Cl)(Cl)Cl.ClC(Cl)(Cl)Cl.ClC(Cl)(Cl)Cl.ClC(Cl)(Cl)Cl
DFT total energy (eV): -362724.0361
Kohn-Sham gap (eV): 8.8388
HOMO (eV): -8.88

***

# 2
Entry from the OMol25 dataset: a 9-piece molecular cluster, C32H46BN8 overall (wB97M-V/def2-TZVPD).

Structure (ORCA input):
```
! RIJCOSX wB97M-V def2-TZVPD def2/J DEFGRID3
* xyz -1 1
B -0.408 -0.188 -0.188
H -0.198 -0.975 -1.076
H -0.198 -0.773 0.838
H 0.336 0.738 -0.324
H -1.548 0.167 -0.168
C 4.636 0.586 -1.420
C 3.543 0.076 -0.475
C 3.453 -1.411 -0.140
C 4.613 -1.892 0.609
N 5.529 -2.283 1.181
H 4.243 1.402 -2.023
H 5.007 -0.228 -2.045
H 5.482 0.986 -0.859
H 2.583 0.283 -0.967
H 3.457 0.704 0.412
H 3.224 -2.053 -0.988
H 2.577 -1.519 0.510
N -0.100 -2.991 -2.998
C -0.194 -3.815 -4.088
C 0.843 -4.711 -4.026
C 1.582 -4.418 -2.852
C 1.054 -3.276 -2.315
H -0.664 -2.196 -2.742
H -1.004 -3.611 -4.769
H 0.994 -5.480 -4.766
H 2.445 -4.940 -2.471
H 1.323 -2.655 -1.480
N -2.045 -2.714 0.606
C -1.792 -3.940 0.070
C -2.542 -4.864 0.755
C -3.289 -4.154 1.730
C -2.989 -2.820 1.591
H -1.538 -1.878 0.335
H -1.080 -4.034 -0.733
H -2.638 -5.910 0.516
H -3.935 -4.591 2.473
H -3.335 -1.930 2.090
N 0.197 1.394 -2.922
C 1.234 1.052 -3.743
C 1.272 1.948 -4.779
C 0.166 2.831 -4.622
C -0.455 2.469 -3.454
H -0.086 0.883 -2.093
H 1.897 0.233 -3.514
H 2.038 1.955 -5.537
H -0.100 3.689 -5.217
H -1.289 2.876 -2.906
N -3.766 -0.502 -1.328
C -4.719 -1.479 -1.377
C -5.710 -1.037 -2.219
C -5.364 0.268 -2.647
C -4.121 0.545 -2.129
H -2.926 -0.524 -0.760
H -4.602 -2.366 -0.777
H -6.684 -1.465 -2.394
H -5.963 0.957 -3.219
H -3.472 1.402 -2.195
N 2.420 2.379 3.345
C 2.272 1.121 2.878
C 2.877 0.239 3.745
C 3.425 1.043 4.780
C 3.084 2.352 4.548
H 2.054 3.219 2.922
H 1.762 0.929 1.947
H 3.042 -0.813 3.589
H 4.042 0.731 5.609
H 3.161 3.242 5.147
N 0.518 3.159 0.908
C 1.484 3.982 0.420
C 1.474 5.135 1.176
C 0.484 4.962 2.170
C -0.104 3.730 1.990
H 0.202 2.290 0.499
H 2.096 3.713 -0.424
H 2.102 5.986 0.972
H 0.214 5.644 2.962
H -0.912 3.223 2.491
N -1.419 0.455 2.865
C -1.005 0.850 4.111
C -2.055 1.487 4.715
C -3.159 1.452 3.819
C -2.725 0.804 2.692
H -0.869 -0.033 2.169
H -0.011 0.584 4.432
H -2.031 1.936 5.695
H -4.143 1.811 4.072
H -3.254 0.568 1.782
*
```

## Properties
DFT total energy (eV): -46527.6297
Kohn-Sham gap (eV): 8.6082
HOMO (eV): -5.91
Energy relative to the best compared isomer or geometry (same formula, charge and spin) (kcal per mole): 6.7

***

# 3
Entry from the OMol25 dataset: C32H46Br21F4N4O6 as an isolated structure (wB97M-V/def2-TZVPD).

Structure (ORCA input):
```
! RIJCOSX wB97M-V def2-TZVPD def2/J DEFGRID3
* xyz 1 1
C -4.345 -1.936 2.341
C -3.554 -0.823 1.628
C -2.629 -1.354 0.533
F -1.459 -1.839 1.121
C -2.287 -0.316 -0.538
C -1.399 0.851 -0.025
F -1.074 0.743 1.298
C -2.092 2.192 -0.245
C -1.478 3.369 0.509
C -2.099 3.576 1.915
C -3.088 4.760 1.959
C -1.004 3.719 2.966
C -0.034 4.886 2.679
C 1.312 4.505 2.105
C 2.333 3.968 2.782
C 2.201 3.398 4.168
C 3.705 3.932 2.155
N -0.067 0.936 -0.744
C 0.655 -0.321 -1.048
N 1.358 -0.845 0.126
C 2.169 -2.007 -0.356
C 1.718 -3.347 0.123
O 3.065 -1.845 -1.121
C 2.234 0.197 0.663
C 2.330 0.190 2.150
O 2.746 1.007 -0.059
C -0.307 -1.357 -1.624
C -1.758 -0.912 -1.877
C -2.508 -2.199 -2.261
O -2.042 -2.602 -3.534
N -1.812 -4.068 -3.614
O -2.793 -4.661 -3.586
N -1.860 0.127 -2.969
C -3.099 0.460 -3.528
O -3.258 1.088 -4.502
F -4.106 0.008 -2.790
C -0.845 0.119 -3.973
O -0.832 -0.391 -5.008
F 0.195 0.852 -3.516
H -4.206 -2.901 1.862
H -5.402 -1.686 2.364
H -4.039 -2.010 3.381
H -2.943 -0.308 2.367
H -4.224 -0.069 1.217
H -3.138 -2.210 0.098
H -3.236 0.153 -0.778
H -2.182 2.370 -1.317
H -3.107 2.059 0.128
H -1.643 4.259 -0.095
H -0.393 3.285 0.618
H -2.645 2.661 2.157
H -4.059 4.427 2.317
H -2.719 5.546 2.612
H -3.260 5.189 0.974
H -1.475 3.849 3.940
H -0.433 2.793 3.034
H 0.155 5.429 3.605
H -0.496 5.599 1.998
H 1.484 4.746 1.059
H 1.283 2.836 4.312
H 3.030 2.719 4.358
H 2.262 4.160 4.948
H 4.363 3.224 2.653
H 3.656 3.634 1.107
H 4.170 4.915 2.193
H -0.254 1.408 -1.633
H 0.518 1.595 -0.216
H 1.396 -0.062 -1.805
H 2.530 -4.050 0.001
H 1.296 -3.321 1.122
H 0.934 -3.664 -0.567
H 2.274 -0.833 2.517
H 3.230 0.696 2.477
H 1.439 0.688 2.539
H 0.123 -1.858 -2.490
H -0.435 -2.118 -0.862
H -2.260 -2.963 -1.522
H -3.591 -2.094 -2.239
C 3.446 -5.790 -2.941
Br 2.762 -6.643 -1.355
Br 2.335 -4.311 -3.488
Br 5.285 -5.309 -2.727
H 3.408 -6.514 -3.742
C 9.142 1.049 1.850
Br 9.747 -0.662 2.466
Br 7.476 0.895 0.892
Br 9.026 2.316 3.292
H 9.875 1.425 1.151
C 8.434 -4.716 2.297
Br 7.438 -3.403 3.285
Br 7.704 -4.976 0.539
Br 10.305 -4.276 2.229
H 8.349 -5.654 2.825
C -1.966 4.539 7.387
Br -0.142 4.391 6.797
Br -2.671 6.291 7.051
Br -3.065 3.172 6.589
H -1.977 4.378 8.454
C -6.753 -1.203 -5.314
Br -6.477 -0.385 -7.028
Br -8.320 -2.302 -5.267
Br -5.203 -2.207 -4.759
H -6.902 -0.408 -4.598
C -7.360 2.704 -4.000
Br -8.201 3.905 -5.230
Br -6.044 3.615 -2.923
Br -8.646 1.802 -2.889
H -6.833 1.963 -4.584
C 4.658 -9.268 -5.759
Br 3.456 -7.822 -6.190
Br 5.620 -9.855 -7.310
Br 5.845 -8.801 -4.320
H 4.051 -10.094 -5.421
*
```

## Properties
DFT total energy (eV): -1533926.1926
Kohn-Sham gap (eV): 7.7683
HOMO (eV): -10.90
Energy relative to the best compared isomer or geometry (same formula, charge and spin) (kcal per mole): 0.0

***

# 4
Entry from the OMol25 dataset: a 2-piece molecular cluster, C32H46N2O4 overall (wB97M-V/def2-TZVPD).

Structure (ORCA input):
```
! RIJCOSX wB97M-V def2-TZVPD def2/J DEFGRID3
* xyz 0 1
C -1.701 -2.967 3.788
C -1.041 -2.946 2.432
O 0.249 -2.314 2.470
C 0.689 -1.583 1.398
C 2.150 -1.584 1.395
C 2.958 -0.749 0.521
O 3.792 0.016 1.053
C 2.966 -0.715 -0.989
C 2.134 0.422 -1.566
C 2.686 1.829 -1.212
C 1.778 2.700 -0.331
C 2.330 3.119 1.049
C 1.279 2.994 2.166
C 1.016 1.553 2.620
C 2.184 0.950 3.418
C 2.075 -0.527 3.803
C 2.647 -1.618 2.830
O -0.073 -0.981 0.640
H -2.599 -3.584 3.697
H -1.044 -3.427 4.535
H -2.001 -1.966 4.103
H -0.889 -3.971 2.079
H -1.629 -2.404 1.686
H 4.014 -0.559 -1.284
H 2.642 -1.674 -1.389
H 2.149 0.339 -2.661
H 1.090 0.305 -1.247
H 3.679 1.720 -0.754
H 2.822 2.370 -2.164
H 1.594 3.634 -0.885
H 0.798 2.220 -0.209
H 3.230 2.543 1.305
H 2.633 4.176 0.991
H 1.603 3.590 3.030
H 0.330 3.410 1.808
H 0.112 1.541 3.252
H 0.768 0.916 1.754
H 3.131 1.115 2.880
H 2.246 1.523 4.363
H 2.632 -0.640 4.746
H 1.029 -0.773 4.029
H 2.356 -2.585 3.264
H 3.748 -1.542 2.853
C -1.386 -6.617 -1.119
N -2.500 -5.818 -0.638
C -2.597 -4.473 -0.575
C -1.441 -3.602 -0.875
C -0.189 -4.025 -0.260
C 0.990 -3.374 -0.515
C 2.154 -4.188 -0.888
C 2.790 -3.954 -2.124
C 3.805 -4.799 -2.562
C 4.216 -5.880 -1.767
C 3.470 -6.221 -0.626
C 2.491 -5.342 -0.147
O -1.546 -2.634 -1.662
N -3.870 -4.175 -0.215
C -4.540 -2.829 -0.255
C -5.898 -2.957 0.409
C -4.684 -2.411 -1.711
C -3.751 -1.778 0.506
C -4.556 -5.368 -0.042
C -3.699 -6.383 -0.262
H -1.801 -7.476 -1.667
H -0.742 -6.044 -1.797
H -0.781 -7.008 -0.286
H -0.198 -4.946 0.321
H 0.905 -2.360 -0.902
H 2.421 -3.135 -2.753
H 4.261 -4.597 -3.530
H 5.080 -6.489 -2.052
H 3.651 -7.163 -0.098
H 1.951 -5.538 0.781
H -5.805 -3.344 1.431
H -6.359 -1.963 0.477
H -6.580 -3.593 -0.165
H -3.697 -2.332 -2.177
H -5.297 -3.138 -2.254
H -5.178 -1.432 -1.754
H -2.802 -1.532 0.024
H -4.353 -0.856 0.544
H -3.586 -2.091 1.542
H -5.606 -5.409 0.196
H -3.832 -7.447 -0.214
*
```

## Properties
DFT total energy (eV): -45096.8985
Kohn-Sham gap (eV): 4.9477
HOMO (eV): -6.10
Energy relative to the best compared isomer or geometry (same formula, charge and spin) (kcal per mole): 6.7

***

# 5
Entry from the OMol25 dataset: a 8-piece molecular cluster, C32H46N8 overall (wB97M-V/def2-TZVPD).

Structure (ORCA input):
```
! RIJCOSX wB97M-V def2-TZVPD def2/J DEFGRID3
* xyz 0 1
C 4.349 1.453 1.221
C 5.597 0.691 0.698
C 6.857 1.579 0.647
C 6.583 2.961 0.254
N 6.374 4.048 -0.049
H 3.597 0.700 1.456
H 4.000 2.055 0.389
H 4.599 2.007 2.122
H 5.389 0.434 -0.344
H 5.801 -0.217 1.260
H 7.580 1.173 -0.066
H 7.400 1.590 1.596
C -0.191 1.020 0.717
C 0.355 -0.382 0.625
C -0.482 -1.445 1.332
C -1.781 -1.589 0.658
N -2.760 -1.736 0.075
H 0.584 1.749 0.441
H -0.443 1.333 1.730
H -1.001 1.315 0.048
H 1.388 -0.419 0.969
H 0.453 -0.727 -0.411
H -0.674 -1.211 2.382
H 0.023 -2.412 1.283
C -1.313 -3.719 -4.064
C -0.746 -4.693 -3.030
C -1.130 -4.247 -1.605
C -2.366 -4.893 -1.156
N -3.329 -5.400 -0.794
H -2.338 -3.423 -3.817
H -1.352 -4.138 -5.069
H -0.721 -2.803 -4.113
H 0.342 -4.657 -3.092
H -1.105 -5.704 -3.198
H -1.284 -3.169 -1.595
H -0.362 -4.517 -0.879
N -5.089 -1.557 -3.774
C -4.748 -2.616 -2.984
C -5.098 -3.751 -3.646
C -5.677 -3.369 -4.888
C -5.660 -2.002 -4.941
H -5.084 -0.592 -3.495
H -4.243 -2.478 -2.041
H -4.862 -4.754 -3.328
H -6.073 -4.014 -5.655
H -5.886 -1.283 -5.710
N 2.201 -4.289 0.738
C 2.618 -3.580 -0.364
C 3.240 -2.445 0.079
C 3.118 -2.420 1.501
C 2.489 -3.576 1.878
H 1.589 -5.086 0.737
H 2.507 -3.995 -1.351
H 3.774 -1.735 -0.530
H 3.384 -1.620 2.172
H 2.177 -3.950 2.838
N -2.806 1.929 2.793
C -3.638 1.218 1.966
C -3.912 1.998 0.872
C -3.298 3.265 1.095
C -2.572 3.171 2.252
H -2.539 1.631 3.714
H -3.883 0.189 2.169
H -4.604 1.693 0.105
H -3.251 4.071 0.383
H -2.044 3.933 2.800
N 1.140 3.180 5.232
C 0.737 2.093 4.516
C 1.786 1.212 4.452
C 2.834 1.751 5.257
C 2.409 2.970 5.712
H 0.553 3.962 5.455
H -0.205 2.021 4.000
H 1.800 0.201 4.079
H 3.785 1.280 5.436
H 2.899 3.697 6.336
N -1.044 6.128 -2.659
C -1.888 5.337 -1.926
C -1.198 4.209 -1.589
C 0.095 4.301 -2.182
C 0.159 5.501 -2.827
H -1.289 7.035 -3.016
H -2.896 5.623 -1.684
H -1.536 3.356 -1.027
H 0.890 3.575 -2.181
H 0.947 5.973 -3.387
*
```

## Properties
SMILES string: c1cc[nH]c1.c1cc[nH]c1.c1cc[nH]c1.c1cc[nH]c1.c1cc[nH]c1.CCCC#N.CCCC#N.CCCC#N
DFT total energy (eV): -45848.6286
Kohn-Sham gap (eV): 8.3323
HOMO (eV): -7.93